Record 1
Formula: C3H9NO2S
Source: OMol25
Level of theory: wB97M-V/def2-TZVPD

Summary:
* total charge: 0
* HOMO: -8.0972 eV
* relative energy (zero: lowest compared OMol25 entry of this formula, charge and spin): 79.6 kcal/mol
* structure (SMILES): C=C(C)N.OSO
* energy: -723.0415 Eh

Last column: natural (NBO) charge in e.
Positions of all 16 atoms, in Å:
H -1.7912 0.5210 -0.7144  0.23
N 0.9863 -0.3249 -1.1212  -0.84
H -1.2610 1.9237 -1.2778  0.22
H 2.1157 1.7258 0.2890  0.20
H -1.0632 0.5045 -2.2336  0.20
H 1.6915 -0.8810 -0.6037  0.40
H 0.4931 2.6939 0.2491  0.20
H -1.9904 -2.8267 1.9934  0.49
C 0.3588 0.8275 -0.7237  0.20
C 0.9860 1.7660 0.0553  -0.55
S -0.3961 -1.4625 2.6495  0.73
H 0.8726 -0.9389 1.2114  0.48
O 0.9748 -1.6004 1.8209  -0.83
O -1.4732 -2.1114 1.5739  -0.88
H 0.5264 -0.7660 -1.8797  0.38
C -1.0302 0.9494 -1.2885  -0.64

***

Record 2
Formula: C37H54Cl24F8NO2
Source: OMol25
Level of theory: wB97M-V/def2-TZVPD

Summary:
* total charge: +1
* HOMO: -11.8934 eV
* energy: -13490.7454 Eh

Last column: Löwdin charge in e.
Positions of all 126 atoms, in Å:
H -1.9962 -5.1660 -7.6560  0.03
Cl -9.6616 -5.4832 -5.3461  0.49
C -7.0610 -1.4662 -4.0566  -1.01
C 5.1311 6.6630 -5.6595  -1.02
H 3.1917 1.4373 4.0403  0.14
C 4.0068 1.0436 1.1902  -0.05
F 5.2243 3.6470 5.3277  0.15
F -0.6443 1.3199 4.8744  0.12
Cl 2.6531 6.5664 -3.0238  0.56
Cl -1.7116 8.5903 -6.4795  0.53
C -0.7233 -4.9341 -3.0794  -1.02
C -4.6246 -9.7207 2.8561  -0.96
H 3.0660 3.0195 1.0650  0.11
O -0.8142 -2.7436 4.3309  -0.16
H -0.9069 -0.6119 -1.8228  0.12
H -0.2814 -4.4463 -3.9395  -0.03
C 3.9818 -7.4930 5.0626  -1.02
H -3.9104 -10.4651 3.1907  0.03
Cl -2.7066 -5.9579 -5.5551  0.52
H -2.2226 -3.3553 1.8736  0.08
C -0.1641 0.9217 1.5794  -0.22
C -10.3253 -3.9896 -6.0208  -1.05
Cl 3.2295 -2.9887 5.8733  0.59
H 1.2036 -2.2995 3.8920  0.08
H 4.8765 0.8092 0.5550  0.08
H -3.8195 -7.3316 0.3054  -0.04
F -4.0620 -0.2366 -2.7621  0.12
C 3.6724 1.0121 -1.8067  -0.08
C 2.5964 2.3531 3.9852  0.04
Cl 5.0685 -7.1056 6.4026  0.53
C 2.5265 4.7819 3.9020  -0.14
N -0.2661 0.4438 2.8356  0.21
H 5.8124 5.9431 -5.2185  0.03
H 1.2508 1.6559 -0.7109  0.11
Cl -12.0917 -3.9818 -5.9674  0.51
C 3.6530 2.2985 -0.9464  -0.38
F -2.6331 1.3009 -2.1588  0.13
C -1.0769 -0.6755 3.0361  -0.03
C -1.7253 -0.7036 0.6603  -0.06
C 1.2198 2.2712 3.9572  -0.11
H 0.5214 5.6379 3.8635  0.11
H 3.7295 8.6300 -3.3973  -0.05
H -3.9272 -6.6196 1.9262  -0.07
H 4.6908 2.6426 -0.7804  0.14
H -3.3574 -4.2250 -7.0092  0.03
O 0.6444 1.9587 1.2822  0.02
H -0.5928 3.4664 3.9022  0.13
C -2.7437 0.0534 -2.6848  -0.59
Cl -0.2413 7.3083 0.7289  0.52
C -1.9422 -0.9729 -1.9008  -0.06
C -2.7266 -2.4383 2.2096  -0.03
C -1.7942 -1.2376 2.0024  -0.09
C 0.5716 -2.8431 4.6245  -0.17
H 2.3455 8.4019 -4.4776  -0.04
H -9.9541 -3.1517 -5.4397  -0.07
H -1.9286 -1.9242 -2.4579  0.06
H 4.3587 -7.0255 4.1584  0.02
Cl 0.2485 -4.5614 -1.6457  0.50
C 1.5250 7.2597 0.7485  -0.96
C 3.0479 2.0810 0.4919  -0.26
C -3.4840 -6.5218 0.9422  -1.06
H 4.1072 6.4032 -5.4147  -0.01
H 3.5131 0.0797 1.4040  0.08
Cl 2.1158 5.8085 1.5882  0.70
H 0.8810 -3.8944 4.5726  0.07
H 2.9968 5.7611 3.9087  0.10
Cl 0.8983 9.8183 -6.0035  0.53
F 1.1886 0.0577 4.5955  0.13
H 4.7767 -4.6621 5.2789  -0.04
C -1.2639 -1.4012 4.3840  -0.15
Cl -6.4060 -2.9673 -3.3907  0.50
Cl -8.8277 -1.4533 -4.0029  0.56
Cl -1.7247 -6.6023 1.0945  0.51
H 2.6943 0.7341 -2.2312  0.08
Cl -4.2743 -8.1880 3.6674  0.57
H 5.5710 -3.1199 5.6617  0.03
Cl 2.3445 -6.9032 5.3713  0.51
H 0.1073 7.7227 -5.2685  0.02
C -2.4130 -4.7014 -6.7692  -0.97
C 2.7100 8.2851 -3.4641  -1.04
H 4.3355 1.2132 -2.6702  0.09
C 2.9109 3.4045 -1.7544  -0.10
H 1.8963 8.1389 1.2643  0.04
Cl -4.5054 -9.5626 1.0987  0.57
H -6.6873 -0.6310 -3.4745  0.01
H 4.1257 0.1414 -1.3030  0.08
C 3.2558 3.6025 3.9677  -0.10
H -3.5921 -2.2914 1.5407  0.07
H 1.7693 0.3766 0.3692  0.13
H -2.7545 -2.3466 -0.3522  0.08
C 1.6446 1.4723 0.3037  -0.10
H -10.0059 -3.9000 -7.0539  0.03
C -2.5347 -1.2790 -0.4932  -0.08
Cl 4.8154 -3.2000 3.4307  0.50
Cl -2.3863 -4.3657 -2.8919  0.49
H 3.5635 3.7213 -2.5859  0.07
H -0.6799 9.0740 -4.4218  0.02
H -3.1350 -2.4975 3.2220  0.09
H 4.4053 1.4214 2.1349  0.04
C 4.7668 3.7544 4.0611  -0.54
C 4.7315 -3.5850 5.1564  -0.99
H 0.8251 -2.4291 5.6150  0.04
C 0.3901 0.9971 4.0272  -0.39
Cl -1.2853 -3.4609 -6.2008  0.53
H -0.7595 0.8101 -0.4945  0.12
Cl 5.4901 8.2656 -4.9947  0.56
H -2.3397 -1.4175 4.6194  0.14
Cl -3.9960 -4.9799 0.2298  0.53
H 2.0390 2.9314 -2.2466  0.08
C -0.8691 0.3843 0.5033  0.08
H -5.6315 -10.0312 3.1126  0.03
C 0.5032 3.4932 3.9038  -0.01
H -6.7407 -1.3716 -5.0886  0.03
H 2.5936 4.2396 -1.1134  0.05
F -2.2983 0.1094 -3.9623  0.13
H 1.8885 7.2502 -0.2736  -0.04
F 5.4693 2.8855 3.3059  0.13
Cl 1.7062 9.2566 -2.3772  0.55
H -0.7665 -0.9284 5.2412  0.12
Cl 5.3239 6.6331 -7.4132  0.53
H 3.9492 -8.5697 4.9369  0.03
F 5.1260 4.9951 3.6351  0.12
H -3.5189 -0.7650 -0.4358  0.15
H -0.7360 -6.0084 -3.2281  0.02
C -0.3340 8.7083 -5.3829  -1.04
C 1.1099 4.7214 3.8783  -0.12

***

Record 3
Formula: C7H10
Source: OMol25
Level of theory: wB97M-V/def2-TZVPD

Summary:
* total charge: 0
* HOMO: -8.4107 eV
* relative energy (zero: lowest compared OMol25 entry of this formula, charge and spin): 34.4 kcal/mol
* structure (SMILES): C[C@@]12CC=C[C@@H]1C2
* energy: -272.6632 Eh

Last column: natural (NBO) charge in e.
Positions of all 17 atoms, in Å:
C 0.1397 0.7938 1.0883  -0.43
C -1.0383 1.5205 0.4718  -0.21
H 0.0704 0.5105 2.1418  0.21
C 1.7014 -1.0406 0.0574  -0.59
H -1.5702 1.8599 -1.6089  0.22
C -0.4115 -0.0246 -1.1091  -0.28
H 2.0467 -1.4883 0.9969  0.21
C -1.0984 1.2620 -0.8405  -0.18
H 1.6589 -1.8312 -0.6954  0.21
H -0.7928 -2.1305 -0.5897  0.21
H -1.8048 -0.8926 0.4023  0.22
H -1.7094 2.1530 1.0420  0.21
H -0.0768 -0.3672 -2.0786  0.22
H 0.9891 1.4933 0.9944  0.21
H 2.4477 -0.3014 -0.2549  0.21
C -0.9007 -1.1304 -0.1724  -0.40
C 0.3487 -0.3863 0.1545  -0.04

***

Record 4
Formula: C5H34NO13
Source: OMol25
Level of theory: wB97M-V/def2-TZVPD

Summary:
* total charge: -1
* HOMO: -5.9366 eV
* relative energy (zero: lowest compared OMol25 entry of this formula, charge and spin): 92.9 kcal/mol
* energy: -1243.7616 Eh

Last column: natural (NBO) charge in e.
Positions of all 53 atoms, in Å:
O -0.6791 1.7951 -3.2562  -0.80
H 1.9105 -1.3121 -1.4096  0.20
H 1.5681 0.1897 -0.6689  0.20
H -0.6783 -1.4803 -0.3955  0.22
H 1.9924 0.6500 4.1866  0.47
H -2.2673 -2.3961 -1.1438  0.47
H -0.8441 -0.4355 -1.9084  0.23
O -2.6676 -1.7324 -0.6529  -1.02
H -1.5076 1.4278 -2.7820  0.51
H 1.8762 -3.0380 3.7745  0.48
O -0.1445 -1.0256 2.3744  -0.76
H 0.7235 -2.4852 0.1466  0.20
N 0.5743 -1.0984 -3.4787  -0.87
H 0.4910 0.3655 1.0685  0.16
H -0.4052 2.7862 2.4796  0.51
H 1.3327 1.4333 -3.3464  0.15
C 0.2894 -0.2761 -2.3205  -0.10
H 2.3606 -0.7159 4.0141  0.48
H 0.6723 1.7909 -1.7499  0.14
H 2.4961 1.8374 1.6420  0.49
H -2.4095 -0.3626 -3.7734  0.51
H -2.5314 3.6620 1.9624  0.47
C 0.4544 1.2266 -2.6709  -0.07
H 1.6740 -1.0889 1.6906  0.18
C 0.6161 -0.7007 1.2853  -0.06
H -2.3318 -0.0615 0.7576  0.47
O 4.4387 1.4203 -2.0417  -0.92
O 1.3502 -2.3043 4.2692  -1.00
C 1.1340 -0.6829 -1.1010  -0.41
O -2.7211 0.6912 0.4420  -1.00
H 3.5912 1.0142 2.4867  0.50
H 3.5699 1.5428 -2.0497  0.45
H -1.0079 -1.3116 2.1052  0.48
H 0.1561 1.4744 2.4682  0.45
C 0.4161 -1.5067 0.0194  -0.46
O 0.4668 2.2657 2.6927  -0.98
O -2.5530 0.4015 -2.2057  -1.22
O 3.4246 1.5914 1.7068  -0.99
H 0.5676 -1.9653 3.7384  0.52
H -0.1707 -0.9931 -4.1183  0.39
H -3.4406 0.6769 -2.3188  0.46
H -2.3741 -2.5847 1.2928  0.49
H -2.4078 2.1848 1.3153  0.53
H -3.0438 -3.0888 2.4240  0.46
H -2.6811 -0.9448 -1.2779  0.52
H 4.4314 0.5329 -1.5706  0.46
O -1.9331 3.0132 1.7405  -1.01
H -1.6550 0.5417 -4.7601  0.48
H -2.5767 0.8715 -0.5378  0.53
H 1.4567 -0.8250 -3.8006  0.34
O -2.1751 -3.2043 2.1166  -0.95
O -2.0734 -0.2997 -4.7496  -1.01
O 2.7645 0.0673 4.2060  -0.96

***

Record 5
Formula: C22H45I2O20S2
Source: OMol25
Level of theory: wB97M-V/def2-TZVPD

Summary:
* total charge: +1
* HOMO: -11.6475 eV
* relative energy (zero: lowest compared OMol25 entry of this formula, charge and spin): 4.8 kcal/mol
* energy: -3761.4610 Eh

Last column: Löwdin charge in e.
Positions of all 91 atoms, in Å:
C 12.3380 0.0706 6.5428  -0.04
O -3.6009 0.6454 -6.0973  0.01
H -10.5783 5.6663 0.5946  0.10
H -2.8315 -0.0828 -4.3782  0.09
H 11.5113 0.7505 6.3480  0.10
H -6.3619 1.9723 -8.4110  0.10
O -2.2305 0.2216 -1.7997  -0.02
H -0.5696 -0.8448 -2.2192  0.05
H 1.4256 -6.3022 0.5140  0.12
C 10.3882 -0.9385 -0.5114  -0.63
H -0.2608 0.6486 -1.3067  0.05
C -11.7773 1.6645 3.4905  -0.03
O -4.4132 1.4114 -7.9439  0.01
H 4.6708 -4.4746 1.0272  0.06
O 13.1362 1.2649 4.3201  0.11
H 12.2691 -0.3152 7.5547  0.09
H -11.3608 1.8163 2.5006  0.06
H 15.5395 1.8399 3.3520  0.10
O 2.4171 -6.1123 -1.7279  -0.01
H -4.5662 0.2745 -4.2910  0.11
H 0.4843 -4.7613 -1.6300  -0.14
H -8.7911 0.8967 1.1834  0.10
H -11.0867 2.0445 4.2380  0.09
H 16.4050 3.0088 4.3758  0.09
C -12.7620 -0.3709 2.9565  -0.63
O -12.8172 -1.6502 3.3315  0.00
C -2.7199 1.4611 -1.6279  -0.65
H 5.5147 -4.4747 -0.4861  0.09
H 11.6460 -0.1646 1.6684  0.10
C -9.7212 5.6535 1.2634  -0.03
C 2.2590 -5.6008 0.4758  -0.38
O 9.9185 0.1553 -0.3398  0.13
H 8.2615 -2.3855 -2.4251  0.09
H 14.7305 3.3380 3.8733  0.10
H 2.8074 -5.6709 1.4160  0.12
O -2.0732 2.4699 -1.7041  0.14
H -13.3535 -2.4672 1.4954  0.10
C 2.8719 -2.6998 0.6593  -1.02
C -13.6853 -2.4564 2.5314  -0.04
O -11.9360 0.2669 3.7782  0.00
H -9.2281 6.6196 1.2534  0.09
O -13.3597 0.1137 2.0329  0.13
O -4.0116 1.3623 -1.3687  0.01
O 3.1628 -5.9037 -0.5132  -0.15
C -3.6063 0.6180 -4.6703  -0.04
O 9.8336 -1.9057 -1.2513  0.00
H 7.8672 -1.2409 -1.1191  0.00
C -0.8425 0.2017 -2.1109  -0.07
O 15.0253 1.9196 5.3657  0.01
O -8.7421 4.7106 0.8087  0.01
O -5.2807 2.1473 -5.9943  0.13
C 5.1095 -3.8193 0.2757  -0.15
H -4.2535 3.1469 -0.3187  0.10
H 5.8945 -3.2422 0.7447  0.06
H -12.7296 2.1832 3.5801  0.10
C 13.8476 1.3113 5.2908  -0.63
H -0.6402 0.7247 -3.0441  0.10
I 4.9568 -1.0756 -0.9192  0.96
C -5.3377 2.2545 -8.6424  -0.03
H -7.6227 0.8010 -0.1537  0.09
H 12.3154 -0.7516 5.8305  0.10
H -3.3819 1.6063 -4.2702  0.10
C -8.5163 1.2992 0.2108  -0.03
H 2.9945 -5.6939 -2.3798  0.12
C 15.4399 2.5642 4.1575  -0.03
C 12.2392 -0.4582 0.8061  -0.02
S 1.5140 -3.9128 0.5636  0.74
H -5.7193 2.3850 -0.9692  0.08
O -10.2736 3.0704 1.0484  0.12
H 3.6395 -3.3428 -1.2516  0.04
O -8.1775 2.6872 0.3157  -0.01
H -4.6108 3.2343 -2.0632  0.10
H 8.7639 -0.6857 -2.5513  0.10
H -5.1743 3.2977 -8.3827  0.10
C -4.6795 2.6201 -1.1686  0.00
H -9.3326 1.1557 -0.4932  0.10
I 1.8500 -0.8346 0.4384  0.95
H -13.6296 -3.4568 2.9488  0.09
O 11.5239 -1.3975 -0.0105  0.01
S 0.5880 -3.4834 -1.2426  0.53
H -14.7077 -2.0894 2.5847  0.10
C 4.0200 -2.9205 -0.3302  -0.86
O 13.5860 0.7624 6.4738  0.01
C 8.6081 -1.5190 -1.8680  -0.08
H 3.2030 -2.7228 1.6921  0.07
H 13.1360 -0.9698 1.1380  0.10
H -10.0438 5.4119 2.2735  0.10
H -5.1397 2.0996 -9.6976  0.09
C -9.1733 3.4572 0.7541  -0.62
H 12.5089 0.4210 0.2263  0.10
C -4.5106 1.4706 -6.6219  -0.63

***

F_max for every record listed, in sequence, given in eV/Å: 4.0 2.5 0.6 6.3 0.9.
LUMO energy for every record listed, in sequence, given in eV: 0.636 -3.512 1.151 2.503 -4.455.